# C32H90O20

A 13-piece molecular cluster, C32H90O20 overall in a non-equilibrium geometry (the ωB97M-V functional and the def2-TZVPD basis, the OMol25 dataset).

Geometry as ORCA input:
```
! wB97M-V def2-TZVPD RIJCOSX def2/J DEFGRID3
* xyz 0 1
O -1.109 3.304 -0.537
O 0.496 -0.524 1.052
O 2.659 -1.155 -2.493
O -3.275 -1.060 -4.405
O 0.048 3.389 -5.520
O 1.020 4.348 0.321
O 4.710 -3.841 1.457
O -1.185 0.510 3.012
O -1.313 -2.782 -3.693
O 2.733 -3.978 -2.880
O -2.401 -1.504 4.345
O -1.626 0.618 -0.739
O -3.741 0.148 -2.028
O 2.077 0.786 -4.258
O 2.413 -1.536 2.989
O -2.135 6.085 -2.770
O -4.180 -3.089 2.843
O 0.620 2.301 2.079
O 3.906 1.495 -1.988
O 2.626 1.364 3.868
C 4.429 0.208 -1.516
C -0.670 1.567 3.859
C -4.699 -2.185 1.840
C -1.777 -2.131 5.522
C -4.758 1.134 -1.795
C -1.441 -3.567 5.331
C -0.555 -1.261 5.809
C 4.563 1.848 5.267
C 4.010 1.855 3.882
C -3.581 -2.396 -4.362
C 0.916 -4.957 -1.595
C -4.616 1.748 -0.378
C -2.703 -3.137 -3.376
C -1.353 4.964 -2.378
C 1.280 -4.366 -2.904
C -5.893 -2.876 1.256
C -0.400 2.805 3.030
C -3.613 -1.894 0.798
C 0.826 1.334 -4.737
C 2.529 4.373 -1.529
C 3.410 4.854 0.786
C 1.038 2.395 -5.705
C -0.116 -1.132 -0.110
C 2.366 4.088 -0.043
C -0.543 -0.163 -1.208
C 3.226 -2.017 1.876
C 4.906 0.948 2.948
C 0.931 -5.161 -4.093
C 3.372 -0.751 -1.291
C -4.523 2.143 -2.899
C 3.816 -3.248 2.405
C -1.681 4.500 -0.955
H -4.088 -1.410 -0.095
H 2.797 -2.143 -2.536
H -3.546 -2.912 -5.358
H -4.882 -1.226 2.398
H -1.388 -1.834 -3.985
H -3.488 2.524 -2.787
H 1.270 1.781 2.576
H -0.268 5.256 -2.342
H -1.002 -1.663 0.162
H -0.831 -3.949 6.169
H 2.725 0.361 3.827
H -0.325 3.560 -6.371
H 0.256 1.279 4.227
H 1.624 4.144 -2.193
H 0.600 -1.869 -0.539
H 3.772 2.241 5.915
H 0.336 1.750 -3.904
H -2.556 -2.089 6.263
H 1.073 1.978 -6.702
H -5.701 -3.938 1.053
H -1.461 -0.244 3.566
H 4.561 -4.759 1.283
H 3.540 5.893 0.429
H 2.664 -0.400 -0.584
H -5.442 2.490 -0.190
H 4.301 -3.061 3.373
H 5.056 -0.106 -2.338
H -4.644 -2.552 -4.152
H 4.750 -0.111 3.236
H -0.170 -4.879 -1.323
H -1.467 5.177 -0.111
H -2.773 4.354 -0.865
H 2.590 3.013 0.166
H -2.321 -4.141 5.173
H -6.743 -2.769 2.014
H 5.447 2.479 5.352
H -1.478 4.057 -3.021
H -5.189 3.018 -2.878
H -0.163 -5.143 -4.268
H 3.213 -4.643 -2.422
H 1.118 -6.027 -1.625
H -0.842 -0.227 5.750
H 0.202 0.492 -5.189
H 4.963 0.319 -0.589
H -2.871 -1.170 1.238
H -5.684 0.627 -1.932
H -2.941 5.750 -3.216
H 0.005 3.543 3.766
H -3.178 -2.047 4.014
H 4.016 -1.322 1.587
H 3.913 2.870 3.524
H -4.638 1.671 -3.871
H 1.838 -0.027 -3.773
H 2.982 -3.973 2.708
H 1.548 -4.490 -0.846
H 1.582 -1.287 2.473
H -1.279 3.145 2.458
H 3.796 -1.711 -0.805
H -3.547 -0.645 -3.573
H -4.516 1.125 0.496
H -2.796 -4.255 -3.441
H -0.182 -0.005 1.490
H 2.678 -2.305 0.942
H 1.345 -6.206 -4.051
H 4.360 4.331 0.626
H 3.145 4.883 1.840
H -2.914 -2.930 -2.341
H -3.637 2.214 -0.283
H 0.791 -3.378 -3.026
H -3.730 -3.836 2.418
H 0.276 -1.397 5.049
H -3.108 -2.816 0.479
H 1.432 -4.635 -4.939
H 4.881 0.866 5.657
H -1.434 1.576 -0.777
H -1.389 1.813 4.639
H 0.289 0.398 -1.544
H 1.995 2.780 -5.505
H -0.847 -3.625 4.372
H 3.357 3.783 -1.879
H 2.671 5.475 -1.647
H -2.977 0.231 -1.414
H -0.132 -1.371 6.806
H -6.183 -2.286 0.355
H 0.897 3.762 1.117
H -0.173 3.559 -0.308
H 5.957 1.124 3.125
H -0.837 -0.688 -2.118
H 3.432 1.188 -2.806
H 4.678 1.224 1.957
*
```

Energy relative to the best compared isomer or geometry (same formula, charge and spin)   1.733 eV
Strongest force on any atom   3.58 eV/Å
Molar mass   795.052 g/mol
HOMO-LUMO gap   9.695 eV
HOMO   -9.5 eV
LUMO level   0.24 eV
Electronic energy   -2777.86376 a.u.

# C32H96N12O8P4S4

A 8-piece molecular cluster, C32H96N12O8P4S4 overall in a non-equilibrium geometry (the ωB97M-V functional and the def2-TZVPD basis, the OMol25 dataset).

Geometry as ORCA input:
```
! wB97M-V def2-TZVPD RIJCOSX def2/J DEFGRID3
* xyz 0 1
S -2.612 -8.986 4.503
S 2.305 -3.659 -9.187
S -8.804 -2.644 -3.386
S -0.977 -3.704 0.451
P 9.045 -6.170 -1.800
P -6.941 2.422 6.197
P 4.746 4.821 6.691
P -1.642 5.457 -6.428
O 0.282 -3.897 1.240
O 10.136 -6.205 -0.891
O -7.680 -2.097 -2.449
O -3.991 -8.916 3.893
O -7.020 3.780 6.817
O -0.586 4.661 -5.743
O 5.089 3.726 7.617
O 3.382 -3.215 -8.167
N 5.505 6.279 7.156
N 7.838 -5.034 -1.530
N -1.792 5.176 -8.157
N 5.024 4.532 5.024
N -1.540 7.102 -6.211
N 9.540 -5.852 -3.464
N -5.825 1.258 6.841
N -8.576 1.762 6.317
N -3.279 5.219 -5.910
N 3.126 5.263 6.658
N -6.690 2.379 4.424
N 8.100 -7.555 -1.942
C -10.184 -1.389 -3.808
C -9.602 -3.830 -2.190
C -4.457 5.833 -6.614
C 6.885 6.616 6.780
C -0.656 -4.028 -1.352
C 7.892 -3.731 -2.321
C 5.074 6.924 8.302
C 10.847 -5.235 -3.801
C 2.054 4.433 7.106
C -1.339 -1.841 0.436
C 8.738 -8.879 -1.638
C 6.914 -7.652 -2.677
C -2.313 6.127 -9.219
C -1.163 3.901 -8.644
C -9.278 1.672 7.551
C -9.566 2.119 5.296
C 1.778 -5.324 -8.558
C -0.433 7.845 -6.794
C 9.066 -6.482 -4.707
C 3.115 -4.359 -10.694
C 2.690 6.435 5.922
C 7.140 -5.065 -0.200
C -5.337 1.369 8.250
C -5.903 -0.125 6.377
C -2.045 7.795 -4.921
C -3.573 4.573 -4.768
C -7.220 1.349 3.520
C -5.892 3.381 3.799
C -1.529 -10.187 3.667
C -2.750 -10.012 6.033
C 5.323 5.626 3.965
C 4.650 3.204 4.642
H -1.100 -9.648 2.822
H -6.823 -0.590 6.734
H -3.206 -10.971 5.788
H -1.577 -3.773 -1.877
H -0.413 -1.270 0.369
H 3.448 7.165 5.635
H 6.353 5.973 4.038
H -6.425 1.053 2.835
H -9.709 -0.566 -4.341
H 5.118 6.272 9.174
H 5.683 7.812 8.469
H 4.325 3.242 3.602
H -7.504 0.436 4.042
H -4.860 3.101 3.588
H 9.211 -9.338 -2.506
H 6.200 -8.186 -2.050
H 9.418 -8.728 -0.800
H 2.010 3.485 6.570
H 4.691 6.502 4.110
H 2.145 4.368 8.190
H 5.100 5.211 2.981
H -5.298 2.427 8.509
H -10.857 -1.637 -4.629
H -1.253 7.700 -4.178
H -8.737 -4.488 -2.107
H -5.148 -0.843 6.697
H 4.014 7.181 8.290
H -1.207 3.785 -9.727
H 7.546 -3.932 -3.334
H -10.766 -1.042 -2.955
H -7.921 1.552 2.710
H -9.738 0.694 7.688
H -1.928 -1.543 1.303
H -4.477 0.731 8.454
H -2.229 -10.933 3.290
H -3.421 -9.522 6.737
H 7.064 -4.020 0.101
H 7.074 -8.187 -3.613
H 7.441 7.086 7.592
H -3.063 6.747 -8.729
H 9.441 -5.911 -5.556
H -4.632 4.401 -4.572
H -3.016 3.641 -4.873
H -2.752 5.627 -10.082
H -1.578 6.856 -9.560
H -3.101 5.095 -3.936
H -5.987 0.936 9.011
H 0.489 7.617 -6.260
H -1.590 3.073 -8.079
H 1.102 4.944 6.964
H 0.136 -3.386 -1.737
H -3.016 7.397 -4.625
H 1.940 7.020 6.454
H -5.993 4.248 4.453
H -1.869 -1.573 -0.478
H 2.652 -5.847 -8.169
H -0.559 -5.111 -1.432
H 3.251 -3.627 -11.490
H -5.947 -0.247 5.295
H 3.984 2.599 5.258
H 11.441 -5.714 -4.579
H -4.205 6.782 -7.088
H -2.276 8.857 -5.004
H 7.873 -9.437 -1.280
H -0.100 3.946 -8.404
H -9.967 2.480 7.793
H -4.847 5.164 -7.381
H -8.472 1.636 8.285
H 2.114 6.009 5.100
H 1.514 -5.898 -9.446
H 7.371 -2.935 -1.788
H 7.722 -5.578 0.566
H -0.812 -10.691 4.315
H -6.270 3.737 2.840
H 7.988 -6.584 -4.585
H 7.594 5.841 6.487
H -0.561 8.884 -6.493
H 6.160 -5.535 -0.283
H -9.434 1.531 4.388
H 9.578 -7.437 -4.827
H -10.617 2.121 5.586
H -9.350 3.110 4.898
H 10.632 -4.195 -4.047
H 6.860 7.425 6.051
H 6.481 -6.658 -2.789
H -10.465 -4.392 -2.546
H 2.554 -5.192 -11.118
H 11.636 -5.341 -3.057
H -1.712 -10.194 6.312
H 4.176 -4.509 -10.495
H 5.538 2.587 4.505
H 8.903 -3.338 -2.426
H -5.214 6.138 -5.891
H 1.022 -5.145 -7.793
H -0.281 7.723 -7.867
H -9.795 -3.223 -1.306
*
```

Energy relative to the best compared isomer or geometry (same formula, charge and spin)   8.982 eV
Strongest force on any atom   6.39 eV/Å
Molar mass   1029.360 g/mol
HOMO-LUMO gap   8.395 eV
HOMO   -7.9 eV
LUMO level   0.49 eV
Electronic energy   -5493.75108 a.u.

# C32H96N4O17

A 14-piece molecular cluster, C32H96N4O17 overall in a non-equilibrium geometry (the ωB97M-V functional and the def2-TZVPD basis, the OMol25 dataset).

Geometry as ORCA input:
```
! wB97M-V def2-TZVPD RIJCOSX def2/J DEFGRID3
* xyz 0 1
O 9.734 -1.029 22.911
O 3.790 7.768 24.945
O 4.866 -1.805 17.874
O 5.880 9.312 21.147
O 6.519 8.297 27.581
O 5.433 8.468 16.547
O 9.515 4.416 23.852
O 4.894 3.036 27.873
O 7.077 3.747 23.089
O 0.958 5.330 16.003
O 7.821 10.028 25.255
O 3.116 5.555 20.903
O 8.448 6.272 19.311
O 1.133 2.227 23.286
O 4.880 0.461 19.657
O 8.795 1.264 18.564
O 5.300 -1.280 24.352
N 3.359 6.076 17.621
N 6.010 6.435 20.840
N 5.311 9.969 23.747
N 5.610 -2.052 20.734
C 8.542 1.230 19.938
C 5.052 -2.206 22.113
C 2.503 2.711 23.287
C 3.676 0.829 20.275
C -0.369 5.040 15.570
C 3.712 6.840 25.968
C 10.236 4.169 22.652
C 2.310 6.563 21.564
C 4.790 6.195 17.606
C 6.500 4.301 21.914
C 7.370 11.183 24.570
C 3.445 -2.025 17.666
C 5.836 3.638 27.009
C 9.229 9.873 25.179
C 6.540 5.844 22.032
C 5.724 -0.309 25.291
C 8.314 5.365 18.231
C 5.852 6.282 23.293
C 5.437 9.857 16.933
C 5.323 -3.232 19.883
C 2.826 4.697 17.488
C 5.833 11.130 24.460
C 1.311 4.824 17.319
C 5.701 -2.844 18.461
C 10.499 0.125 22.994
C 3.465 9.150 25.165
C 6.356 10.594 20.725
C 6.921 2.384 23.297
C 5.574 -1.056 23.000
C 7.292 7.131 27.295
C 5.330 7.620 17.749
C 3.859 9.847 23.928
H 5.864 -4.119 20.212
H 7.741 6.282 19.960
H 5.645 -3.662 17.743
H 9.616 10.330 26.091
H 9.139 2.039 20.360
H 2.914 0.056 20.380
H 7.826 11.286 23.585
H 3.966 -2.301 22.115
H 6.184 10.021 17.710
H 9.876 0.964 23.305
H 3.946 1.135 21.286
H 2.968 5.564 19.954
H 4.057 9.485 26.016
H 6.024 7.445 20.864
H 3.197 -2.991 17.225
H 6.705 6.283 27.646
H 5.435 11.233 25.469
H 8.587 5.869 17.303
H 6.729 -2.495 18.366
H 6.788 -0.072 25.273
H 9.536 -1.293 23.813
H 3.445 10.851 23.841
H 6.130 5.765 24.211
H 3.247 1.724 19.825
H -1.146 5.549 16.140
H 11.268 0.002 23.756
H 2.170 7.477 20.988
H 4.003 5.864 25.579
H 5.410 -3.159 22.501
H 9.750 10.213 24.284
H 5.508 11.266 20.590
H 7.316 4.953 18.081
H 5.471 3.946 21.872
H 7.013 3.944 21.021
H 2.660 6.754 26.242
H 3.056 4.143 18.398
H 6.613 -0.855 22.737
H 7.228 2.179 24.323
H 6.358 7.593 18.111
H 5.184 0.638 25.270
H 9.387 8.800 25.286
H 8.283 7.113 27.747
H -0.498 5.179 14.497
H 5.107 -0.128 22.672
H 6.839 10.569 19.748
H 2.962 6.696 16.929
H 7.507 1.702 22.681
H 10.316 3.105 22.430
H 8.027 0.897 18.120
H 5.490 11.997 23.895
H 4.251 -3.413 19.961
H -0.529 3.965 15.649
H 2.754 3.092 24.277
H 3.498 9.199 23.129
H 7.587 6.126 22.138
H 7.465 6.984 26.229
H 4.254 7.122 26.870
H 5.726 9.151 24.169
H 3.168 1.850 23.209
H 8.980 4.512 18.356
H 8.949 0.361 20.456
H 0.914 3.811 17.374
H 5.338 4.236 26.246
H 4.799 8.107 18.567
H 10.901 0.408 22.021
H 6.851 8.972 26.984
H 6.000 7.361 23.351
H 5.565 -0.726 26.286
H 9.840 4.695 21.783
H 4.776 6.118 23.232
H 7.054 11.011 21.451
H 2.386 9.276 25.254
H 4.485 10.110 17.401
H 3.115 -1.282 16.941
H 5.410 2.846 28.660
H 2.741 6.797 22.537
H 5.645 10.558 16.124
H 5.870 2.099 23.245
H 1.317 6.179 21.797
H 5.137 -0.443 19.853
H 5.102 5.801 16.639
H 5.064 6.083 20.874
H 6.422 2.868 26.507
H 7.493 1.333 20.214
H 5.177 5.534 18.383
H 0.979 5.549 18.062
H 2.981 -1.945 18.650
H 3.230 4.124 16.654
H 6.617 4.205 27.515
H 5.708 9.435 22.083
H 6.600 -2.114 20.923
H 2.800 3.494 22.589
H 8.562 4.299 23.822
H 7.702 12.079 25.094
H 11.243 4.546 22.830
H 0.563 2.999 23.251
*
```

Energy relative to the best compared isomer or geometry (same formula, charge and spin)   1.783 eV
Strongest force on any atom   2.04 eV/Å
Molar mass   809.131 g/mol
HOMO-LUMO gap   9.255 eV
HOMO   -8.7 eV
LUMO level   0.52 eV
Electronic energy   -2774.53482 a.u.